No. 1
{
  "formula": "C37H46Ge2OsP2Si",
  "method": "the ωB97M-V functional and the def2-TZVPD basis",
  "species": ["Os", "C", "P", "C", "C", "C", "C", "C", "C", "C", "P", "C", "C", "H", "H", "H", "H", "H", "H", "H", "H", "H", "H", "H", "H", "H", "H", "H", "H", "C", "C", "C", "C", "C", "C", "Si", "C", "C", "C", "C", "C", "C", "H", "H", "H", "H", "H", "H", "H", "H", "H", "H", "H", "C", "Ge", "C", "C", "Ge", "C", "C", "C", "C", "C", "C", "C", "C", "C", "C", "C", "C", "H", "H", "H", "H", "H", "H", "H", "H", "H", "H", "H", "H", "H", "H", "H", "H", "H", "H", "H"],
  "coordinates": [[0.184, 0.144, -0.035], [-2.141, -0.285, 2.783], [-1.407, 0.772, 1.511], [-1.033, 2.316, 2.371], [-2.862, 1.042, 0.427], [-3.884, 1.910, 0.816], [-5.049, 1.995, 0.071], [-5.223, 1.188, -1.050], [-4.223, 0.311, -1.435], [-3.034, 0.239, -0.709], [-1.709, -0.940, -1.066], [-1.632, -1.264, -2.850], [-2.389, -2.514, -0.455], [-2.941, 0.313, 3.224], [-1.424, -0.548, 3.560], [-2.565, -1.188, 2.350], [-1.804, 3.061, 2.180], [-0.084, 2.709, 2.031], [-0.978, 2.123, 3.444], [-3.784, 2.525, 1.702], [-5.831, 2.679, 0.373], [-6.147, 1.232, -1.612], [-4.381, -0.326, -2.297], [-2.622, -1.276, -3.306], [-1.190, -2.254, -2.980], [-1.008, -0.541, -3.366], [-3.312, -2.712, -1.003], [-2.607, -2.462, 0.610], [-1.684, -3.328, -0.626], [-0.604, 6.053, 0.725], [0.613, 5.395, 0.877], [0.808, 4.162, 0.278], [-0.204, 3.600, -0.515], [-1.422, 4.282, -0.682], [-1.619, 5.500, -0.052], [0.002, 2.046, -1.414], [-0.326, 2.330, -3.175], [-1.491, 1.918, -3.836], [-1.727, 2.323, -5.139], [-0.803, 3.126, -5.796], [0.361, 3.530, -5.155], [0.602, 3.141, -3.849], [-0.759, 7.011, 1.204], [1.403, 5.842, 1.464], [1.756, 3.650, 0.407], [-2.204, 3.877, -1.316], [-2.554, 6.030, -0.181], [1.450, 1.057, 0.581], [-2.236, 1.320, -3.328], [-2.633, 2.016, -5.644], [-1.001, 3.454, -6.808], [1.078, 4.157, -5.669], [1.509, 3.480, -3.357], [3.882, -2.923, 3.514], [3.055, -1.231, 3.141], [4.192, 0.244, 2.659], [1.700, -0.737, 4.419], [1.690, -1.668, 0.741], [3.000, -2.073, -0.594], [2.518, -2.260, -1.899], [3.377, -2.687, -2.902], [4.718, -2.905, -2.616], [5.206, -2.698, -1.332], [4.354, -2.273, -0.323], [0.666, -3.208, 1.212], [0.848, -4.397, 0.488], [0.140, -5.528, 0.857], [-0.736, -5.485, 1.941], [-0.916, -4.311, 2.665], [-0.223, -3.169, 2.298], [4.348, -2.771, 4.494], [4.651, -3.192, 2.794], [3.151, -3.726, 3.592], [4.601, 0.597, 3.612], [3.631, 1.052, 2.195], [5.012, -0.055, 2.011], [2.249, -0.320, 5.268], [1.136, -1.601, 4.766], [1.029, 0.032, 4.037], [1.471, -2.087, -2.131], [3.003, -2.845, -3.905], [5.391, -3.221, -3.402], [6.255, -2.856, -1.119], [4.754, -2.106, 0.669], [1.544, -4.438, -0.341], [0.278, -6.450, 0.308], [-1.277, -6.378, 2.225], [-1.583, -4.297, 3.518], [-0.347, -2.254, 2.861]],
  "e_above_lowest_ev": 1.3642,
  "mol_weight_g_mol": 916.259,
  "orbital_gap_ev": [5.35, 5.51],
  "charge": 3,
  "fmax_ev_per_a": 1.7,
  "spin_multiplicity": 2
}

No. 2
{
  "formula": "C18H20B2BaBr10O16",
  "method": "the ωB97M-V functional and the def2-TZVPD basis",
  "species": ["Ba", "O", "C", "O", "B", "O", "C", "O", "O", "C", "O", "C", "O", "O", "O", "C", "O", "B", "O", "C", "O", "O", "C", "O", "C", "O", "O", "Br", "C", "C", "Br", "H", "H", "H", "H", "Br", "C", "C", "Br", "H", "H", "H", "H", "Br", "C", "C", "Br", "H", "H", "H", "H", "Br", "C", "C", "Br", "H", "H", "H", "H", "Br", "C", "C", "Br", "H", "H", "H", "H"],
  "coordinates": [[3.832, 3.051, -4.881], [-1.465, -0.320, 1.217], [-0.415, 0.043, 0.803], [-0.123, 0.454, -0.417], [1.268, 0.918, -0.486], [1.810, 0.685, 0.859], [0.846, 0.222, 1.647], [0.960, -0.010, 2.813], [1.387, 2.354, -0.803], [2.177, 2.476, -1.822], [2.391, 3.507, -2.434], [2.652, 1.106, -2.225], [2.083, 0.188, -1.520], [3.491, 0.954, -3.097], [2.230, -1.895, -5.439], [1.493, -1.232, -6.100], [0.378, -1.597, -6.688], [-0.260, -0.443, -7.302], [0.676, 0.706, -7.030], [1.678, 0.277, -6.343], [2.484, 1.011, -5.787], [-0.435, -0.610, -8.745], [-1.735, -0.685, -9.032], [-2.236, -0.868, -10.087], [-2.486, -0.398, -7.723], [-1.618, -0.271, -6.745], [-3.672, -0.250, -7.670], [4.932, 2.405, 3.971], [4.724, 2.094, 2.064], [4.723, 0.607, 1.805], [5.025, 0.232, -0.096], [5.604, 2.525, 1.593], [3.816, 2.563, 1.699], [3.745, 0.172, 1.980], [5.426, 0.047, 2.414], [-6.321, 3.833, -0.210], [-5.059, 2.487, 0.491], [-5.540, 1.999, 1.853], [-5.647, 3.454, 3.154], [-4.137, 3.051, 0.557], [-4.963, 1.655, -0.198], [-4.913, 1.212, 2.272], [-6.523, 1.537, 1.779], [-2.105, -4.606, -0.809], [-1.361, -2.911, -1.467], [-0.276, -3.183, -2.494], [1.258, -4.119, -1.642], [-1.011, -2.453, -0.549], [-2.134, -2.282, -1.901], [0.159, -2.291, -2.940], [-0.622, -3.776, -3.336], [-5.630, -0.241, 5.887], [-3.953, -1.116, 5.362], [-2.784, -0.146, 5.432], [-2.648, 0.833, 7.144], [-4.092, -1.526, 4.369], [-3.770, -1.908, 6.085], [-2.873, 0.631, 4.674], [-1.833, -0.628, 5.215], [1.115, -0.773, 8.012], [2.026, -0.810, 6.266], [3.313, -1.581, 6.456], [4.410, -1.340, 4.833], [2.171, 0.199, 5.893], [1.373, -1.308, 5.553], [3.104, -2.643, 6.540], [3.877, -1.265, 7.326]],
  "e_above_lowest_ev": 0.3541,
  "mol_weight_g_mol": 1450.334,
  "orbital_gap_ev": 6.26,
  "fmax_ev_per_a": 2.2
}

No. 3
{
  "formula": "C4H11NO2",
  "method": "the ωB97M-V functional and the def2-TZVPD basis",
  "species": ["C", "C", "O", "N", "C", "C", "H", "H", "H", "H", "H", "H", "H", "H", "H", "O", "H", "H"],
  "coordinates": [[0.031, -1.893, -1.854], [-0.536, -0.466, -1.727], [-1.122, 0.040, -2.713], [-0.514, 0.104, -0.523], [0.162, -0.562, 0.594], [-1.081, 1.401, -0.288], [0.037, -2.162, -2.924], [-0.710, -2.525, -1.337], [1.028, -2.103, -1.433], [1.222, -0.644, 0.299], [-0.214, -1.569, 0.840], [0.097, 0.068, 1.498], [-0.623, 2.209, -0.882], [-0.954, 1.635, 0.782], [-2.160, 1.365, -0.515], [1.865, 1.997, 3.139], [1.681, 1.054, 2.925], [1.790, 2.048, 4.119]],
  "e_above_lowest_ev": 0.9189,
  "mol_weight_g_mol": 105.137,
  "orbital_gap_ev": 9.70,
  "fmax_ev_per_a": 3.0
}

No. 4
{
  "formula": "C2H4Si",
  "method": "the ωB97M-V functional and the def2-TZVPD basis",
  "species": ["C", "C", "Si", "H", "H", "H", "H"],
  "coordinates": [[-1.909, 0.124, 0.278], [-2.641, -0.811, 0.264], [2.803, -0.375, -0.255], [-1.612, 1.124, 0.098], [-2.770, -1.850, 0.176], [2.453, -1.640, 0.547], [3.747, 0.112, 0.766]],
  "e_above_lowest_ev": 2.7988,
  "mol_weight_g_mol": 56.140,
  "orbital_gap_ev": 7.78,
  "fmax_ev_per_a": 2.2
}

No. 5
{
  "formula": "C7H7N5",
  "method": "the ωB97M-V functional and the def2-TZVPD basis",
  "species": ["C", "N", "C", "N", "C", "N", "C", "N", "C", "C", "C", "N", "H", "H", "H", "H", "H", "H", "H"],
  "coordinates": [[-2.536, 0.335, -0.348], [-1.193, 0.500, -0.574], [-0.693, 1.664, 0.102], [0.747, 1.910, 0.159], [1.531, 0.923, 0.077], [2.908, 0.784, -0.107], [3.217, -0.498, -0.044], [2.141, -1.309, 0.112], [1.033, -0.503, 0.228], [-0.250, -0.857, 0.125], [-0.873, -2.038, 0.112], [-1.490, -3.006, 0.078], [-2.980, 0.703, 0.555], [-3.125, 0.958, -1.052], [-2.721, -0.680, -0.330], [-0.998, 1.662, 1.190], [-1.115, 2.492, -0.412], [4.317, -0.741, -0.037], [2.079, -2.297, 0.165]],
  "e_above_lowest_ev": 2.8535,
  "mol_weight_g_mol": 161.168,
  "orbital_gap_ev": 7.55,
  "fmax_ev_per_a": 6.3
}

No. 6
{
  "formula": "C5H10OS",
  "method": "the ωB97M-V functional and the def2-TZVPD basis",
  "species": ["O", "C", "C", "C", "C", "S", "C", "H", "H", "H", "H", "H", "H", "H", "H", "H", "H"],
  "coordinates": [[-0.600, 3.190, -0.827], [0.178, 2.206, -0.926], [-0.292, 0.792, -1.125], [0.817, -0.249, -0.932], [1.219, -0.731, 0.489], [0.123, -2.089, 1.215], [-1.449, -1.278, 1.483], [1.258, 2.299, -0.657], [-0.935, 0.699, -2.006], [-0.863, 0.706, -0.195], [0.616, -1.165, -1.496], [1.716, 0.200, -1.404], [2.198, -1.208, 0.443], [1.289, 0.025, 1.276], [-1.970, -1.860, 2.244], [-1.187, -0.262, 1.786], [-2.119, -1.277, 0.633]],
  "e_above_lowest_ev": 0.4105,
  "mol_weight_g_mol": 118.201,
  "orbital_gap_ev": [2.61, 6.39],
  "charge": -1,
  "fmax_ev_per_a": 2.1,
  "spin_multiplicity": 2
}

No. 7
{
  "formula": "C34H57IrN3O3Si",
  "method": "the ωB97M-V functional and the def2-TZVPD basis",
  "species": ["O", "O", "C", "C", "H", "H", "H", "H", "H", "C", "C", "H", "H", "H", "H", "H", "C", "C", "C", "H", "H", "H", "H", "H", "C", "H", "H", "H", "H", "H", "H", "N", "C", "C", "C", "C", "H", "H", "H", "C", "H", "H", "H", "N", "C", "C", "C", "C", "H", "C", "H", "C", "H", "C", "C", "C", "C", "C", "C", "H", "C", "H", "C", "H", "C", "C", "Ir", "H", "H", "H", "H", "H", "H", "H", "H", "H", "H", "H", "H", "H", "C", "Si", "H", "H", "C", "C", "C", "H", "H", "H", "H", "H", "H", "H", "H", "H", "O", "C", "N"],
  "coordinates": [[-1.199, 0.845, -0.039], [-0.220, -0.347, -4.289], [-2.643, 0.665, -0.250], [-3.495, 1.792, 0.320], [-2.873, -0.291, 0.241], [-2.757, 0.547, -1.337], [-3.206, 2.079, 1.343], [-4.537, 1.453, 0.376], [-3.459, 2.670, -0.341], [-0.758, 2.217, -0.333], [-0.914, 2.589, -1.792], [0.287, 2.253, 0.012], [-1.349, 2.902, 0.303], [-0.519, 1.823, -2.464], [-0.354, 3.520, -1.939], [-1.962, 2.794, -2.040], [1.084, -0.623, -4.836], [-1.183, 0.053, -5.269], [2.073, 0.490, -4.537], [1.031, -0.769, -5.931], [1.401, -1.565, -4.361], [1.749, 1.445, -4.973], [3.051, 0.265, -4.975], [2.216, 0.615, -3.458], [-0.803, 1.308, -6.040], [-2.120, 0.204, -4.715], [-1.319, -0.789, -5.970], [-0.528, 2.134, -5.374], [-1.645, 1.643, -6.650], [0.025, 1.110, -6.730], [-0.827, -1.322, -2.322], [-0.034, 1.293, 3.299], [0.355, 0.616, 4.537], [1.748, 0.155, 4.442], [2.277, -0.387, 3.311], [0.157, 1.564, 5.726], [-0.905, 1.759, 5.898], [0.700, 2.509, 5.572], [0.584, 1.092, 6.620], [3.647, -1.011, 3.356], [4.319, -0.670, 2.557], [3.573, -2.109, 3.306], [4.121, -0.750, 4.314], [1.569, -0.475, 2.144], [-0.691, 2.564, 3.312], [-2.074, 2.692, 3.616], [-2.895, 1.513, 4.017], [-2.645, 3.964, 3.618], [-3.714, 4.061, 3.805], [-1.873, 5.096, 3.383], [-2.338, 6.085, 3.343], [-0.503, 4.963, 3.170], [0.123, 5.834, 3.021], [0.107, 3.714, 3.136], [1.595, 3.632, 2.986], [2.141, -1.136, 0.997], [1.895, -2.513, 0.791], [0.984, -3.337, 1.656], [2.511, -3.126, -0.299], [2.328, -4.195, -0.461], [3.314, -2.401, -1.173], [3.807, -2.905, -2.010], [3.524, -1.037, -0.972], [4.147, -0.455, -1.653], [2.945, -0.382, 0.111], [3.145, 1.103, 0.241], [-0.285, 0.023, 1.851], [-3.951, 1.685, 3.773], [-2.835, 1.310, 5.101], [-2.548, 0.606, 3.498], [1.936, 2.605, 2.824], [2.117, 4.012, 3.878], [1.913, 4.251, 2.136], [0.597, -4.183, 1.063], [0.119, -2.795, 2.067], [1.520, -3.777, 2.510], [3.551, 1.411, 1.216], [2.220, 1.672, 0.060], [3.867, 1.429, -0.523], [2.333, 0.134, 5.364], [-0.464, -2.330, -2.012], [-1.230, -3.741, -3.013], [0.632, -2.313, -2.136], [-0.649, -2.468, -0.934], [-3.032, -3.444, -3.509], [-1.192, -5.358, -2.032], [-0.375, -4.256, -4.625], [-1.008, -5.036, -5.085], [0.615, -4.697, -4.438], [-0.275, -3.433, -5.345], [-3.687, -3.453, -2.626], [-3.353, -4.255, -4.184], [-3.164, -2.488, -4.036], [-1.487, -5.206, -0.984], [-0.188, -5.807, -2.065], [-1.900, -6.062, -2.495], [-0.719, -1.347, 5.550], [-0.463, -0.692, 4.543], [-0.807, -1.026, 3.260]],
  "e_above_lowest_ev": 0.0000,
  "mol_weight_g_mol": 776.151,
  "orbital_gap_ev": [6.60, 6.13],
  "charge": 1,
  "fmax_ev_per_a": 3.4,
  "spin_multiplicity": 5
}

No. 8
{
  "formula": "C3H11NO2",
  "method": "the ωB97M-V functional and the def2-TZVPD basis",
  "species": ["N", "C", "C", "C", "O", "H", "H", "H", "H", "H", "H", "H", "H", "H", "O", "H", "H"],
  "coordinates": [[3.467, 0.557, -0.333], [2.006, 0.655, -0.298], [1.425, -0.105, 0.882], [-0.084, -0.293, 0.601], [-0.866, -0.524, 1.779], [3.820, 0.986, -1.176], [3.764, -0.404, -0.259], [1.709, 1.702, -0.368], [1.563, 0.173, -1.187], [1.478, 0.401, 1.845], [1.828, -1.118, 0.895], [-0.252, -1.172, 0.003], [-0.369, 0.652, 0.130], [-1.409, -1.295, 1.607], [-4.880, -0.154, -2.043], [-5.751, 0.162, -2.274], [-4.881, -0.994, -2.428]],
  "e_above_lowest_ev": 0.8137,
  "mol_weight_g_mol": 93.126,
  "orbital_gap_ev": 9.92,
  "fmax_ev_per_a": 2.4
}

No. 9
{
  "formula": "CH4N3O2",
  "method": "the ωB97M-V functional and the def2-TZVPD basis",
  "species": ["C", "N", "N", "N", "O", "O", "H", "H", "H", "H"],
  "coordinates": [[0.644, 1.356, 0.480], [-0.386, 0.340, 0.529], [0.124, -0.983, 0.328], [-0.471, -1.637, -0.606], [-1.522, -1.142, -1.164], [-0.125, -2.785, -0.902], [1.334, 1.051, 1.191], [1.304, 1.240, -0.439], [0.195, 2.243, 0.739], [-1.098, 0.317, -0.156]],
  "e_above_lowest_ev": 3.0902,
  "mol_weight_g_mol": 90.062,
  "orbital_gap_ev": 7.43,
  "charge": -1,
  "fmax_ev_per_a": 4.3
}

No. 10
{
  "formula": "C11H17Cl2NO2SSn",
  "method": "the ωB97M-V functional and the def2-TZVPD basis",
  "species": ["C", "C", "C", "C", "C", "C", "C", "C", "C", "C", "Sn", "Cl", "Cl", "O", "H", "H", "H", "H", "H", "H", "H", "H", "H", "H", "H", "H", "H", "H", "H", "H", "O", "H", "S", "C", "N"],
  "coordinates": [[0.332, -1.147, -1.255], [1.186, -0.021, -1.415], [0.373, 1.150, -1.376], [2.638, -0.051, -1.605], [-0.990, 0.738, -1.297], [-1.012, -0.678, -1.212], [-2.214, -1.519, -1.064], [0.771, -2.545, -1.127], [0.859, 2.538, -1.459], [-2.163, 1.629, -1.355], [-0.073, -0.340, 2.758], [3.802, 1.834, 1.012], [2.088, -0.765, 2.059], [-1.033, 1.003, 1.678], [3.028, -1.056, -1.446], [3.112, 0.633, -0.874], [2.920, 0.281, -2.612], [1.788, 2.621, -0.872], [0.105, 3.221, -1.044], [1.068, 2.850, -2.496], [-1.964, 2.558, -0.813], [-3.034, 1.135, -0.919], [-2.412, 1.896, -2.393], [-3.017, -0.962, -0.564], [-1.986, -2.434, -0.501], [-2.599, -1.838, -2.044], [1.761, -2.592, -0.664], [0.846, -3.020, -2.111], [0.054, -3.131, -0.544], [-1.414, 1.701, 2.232], [-0.956, -2.120, 2.809], [-1.841, -2.017, 2.408], [0.119, -0.009, 7.474], [-0.006, 0.129, 5.909], [-0.136, 0.326, 4.724]],
  "mol_weight_g_mol": 416.946,
  "orbital_gap_ev": 3.42,
  "charge": -2,
  "fmax_ev_per_a": 3.4
}